{
  "formula": "C4H6N2",
  "method": "the ωB97M-V functional and the def2-TZVPD basis",
  "symbols": ["N", "C", "H", "C", "H", "H", "H", "N", "C", "H", "H", "C"],
  "positions_angstrom": [[-1.0000, -0.4324, -1.8370], [-0.4158, 0.0374, -0.6987], [-1.1741, 0.1174, -2.6276], [0.3024, -0.0557, 0.4159], [-0.4469, 3.2623, -0.3194], [1.2403, -2.0998, 1.1017], [-0.7821, -1.3702, -2.0364], [-0.0007, 2.5096, 0.3146], [-0.0524, 1.2795, 0.0686], [1.5520, -0.6106, 2.1595], [-0.0934, -1.4830, 2.0399], [0.8706, -1.1546, 1.4189]],
  "smiles": "[H]/N=c1/c(C)c1N",
  "gap_ev": 8.9909,
  "e_above_lowest_kcal_mol": 77.3,
  "multiplicity": 1,
  "homo_ev": -8.350,
  "e_tot_ha": -265.41245
}